Record 1
Density functional theory data (wB97M-V/def2-TZVPD) for an isolated ion of composition C8H15N2 and charge +1.

```
25
Properties=species:S:1:pos:R:3:forces:R:3:lowdin_charge:R:1
C 0.80889 2.21834 -0.42644 -1.35 -0.63 -0.75 -0.02
C -0.13487 1.31364 -0.73524 -0.46 2.60 -1.34 -0.10
C 1.65966 1.83081 0.67974 1.79 2.30 -0.84 -0.24
C -1.82976 1.38809 1.55187 -2.54 0.25 -2.55 -0.04
C 0.10857 -2.28172 0.32306 -1.06 1.44 -1.43 0.01
C 1.23822 -0.88854 -1.61832 -1.61 -2.34 -1.67 -0.04
C -1.31653 0.06149 1.08905 0.23 2.01 1.16 -0.20
C -0.05218 -1.08345 -0.72405 2.31 -1.64 0.87 -0.29
N 1.71537 0.76070 1.24950 -0.98 -1.59 0.60 0.31
N -0.36130 0.15053 0.03471 1.37 -0.27 -2.48 -0.02
H 1.00081 3.15252 -0.99043 -0.25 -0.87 0.45 0.14
H -0.67722 1.64274 -1.70886 0.25 -1.50 1.73 0.20
H 2.45083 2.60376 0.78420 0.03 -0.44 0.86 0.16
H -2.26986 2.05319 0.75326 0.58 -0.85 0.46 0.12
H -2.65671 1.21794 2.18942 -0.92 -0.40 0.78 0.08
H -1.19910 1.96848 2.09687 2.34 1.46 1.44 0.05
H 1.12142 -2.53423 0.28327 1.43 -0.82 0.25 0.06
H -0.12726 -1.81633 1.23589 0.14 -0.31 1.39 0.03
H -0.56816 -3.13213 0.18435 0.30 0.30 -0.32 0.10
H 1.62119 -1.94536 -1.98792 -0.78 2.16 0.99 0.14
H 2.01320 -0.34846 -1.14339 0.81 0.27 0.74 0.05
H 0.97156 -0.34927 -2.55116 0.16 -0.25 0.51 0.08
H -2.10746 -0.57343 0.82457 -1.12 -1.07 -0.74 0.14
H -0.83656 -0.37172 1.93936 0.37 -0.49 0.53 0.12
H -0.85440 -1.43459 -1.33508 -1.05 0.66 -0.65 0.14
```
Positions in Å, forces in eV/Å.

LUMO level (spin up / spin down) ... -6.868 / -5.284 eV
Gap between HOMO and LUMO (spin up / spin down) ... 7.336 / 9.314 eV
Charge ... +1

Record 2
Density functional theory data (wB97M-V/def2-TZVPD) for a 5-piece molecular cluster, C27H33BBr2Cl12F8N4O7S overall.

```
95
Properties=species:S:1:pos:R:3:forces:R:3:lowdin_charge:R:1
C 1.05449 -2.78676 2.62472 -0.41 0.68 0.72 -0.10
C -0.30392 -2.06900 2.20783 0.64 0.32 -0.58 -0.14
B -0.98858 -2.82223 0.95296 0.49 0.72 1.80 -0.52
O -1.85191 -3.89810 1.22690 1.45 0.21 -0.93 0.13
N -0.62045 -2.33310 -0.41496 -1.92 -0.83 1.10 0.08
N -0.54144 -3.54227 -1.20841 0.82 0.43 -1.08 0.11
C 0.65743 -3.79497 -1.56374 0.81 -0.49 -0.41 -0.33
C 1.95363 -3.25385 -0.92234 -0.01 -0.63 -0.38 -0.04
C 0.81255 -4.75082 -2.79658 -0.89 0.52 0.73 -0.03
C -1.68623 -1.46900 -1.02535 1.21 0.86 -1.99 -0.28
O -1.86774 -1.97035 -2.34616 -0.49 0.42 0.54 0.03
C -3.09084 -1.51048 -0.32443 0.55 0.02 0.09 -0.18
O -3.84630 -2.34165 -0.70899 -0.71 -0.20 -0.18 0.22
C -3.63525 -0.63669 0.87111 -0.38 -0.58 1.05 -0.28
F -2.71230 -0.32090 1.82494 -0.33 0.11 -0.94 0.14
F -4.54955 -1.43469 1.53466 0.54 0.55 -0.69 0.13
C -4.44186 0.64703 0.48551 -0.85 0.67 0.66 -0.30
F -3.61551 1.73947 0.46509 -0.43 -1.00 -0.49 0.12
F -5.11566 0.51358 -0.69574 1.05 0.01 0.62 0.14
C -5.56772 1.01845 1.55115 -0.05 1.18 -0.49 -0.31
F -6.68086 0.28029 1.40244 1.05 0.10 0.41 0.16
F -5.94274 2.31908 1.20389 0.37 -0.75 0.21 0.06
C -5.04837 1.10786 3.02940 0.20 0.63 -0.29 -0.49
O -5.47057 0.40371 3.87770 -0.21 -0.85 0.34 0.15
O -4.09119 2.03416 3.28970 -0.73 -0.05 -0.51 0.09
C -1.05297 -0.01542 -1.25506 -2.27 -0.78 -0.45 -0.40
C -2.08781 0.90581 -2.01877 0.53 0.51 -0.12 0.04
F -0.77774 0.43845 0.03230 0.39 0.18 -0.97 0.03
O 0.02260 -0.26449 -2.09816 0.41 0.84 1.59 -0.03
C 1.11032 0.63391 -2.20673 3.30 -0.96 -2.15 -0.40
C 2.07533 -0.21990 -3.18747 -0.34 -1.35 0.46 -0.14
C 1.25537 -1.11186 -4.18439 -0.44 1.50 -0.10 -0.19
F 2.05295 -1.38645 -5.31255 -0.31 -0.31 0.73 -0.07
C 2.05911 0.75793 -0.94994 0.12 0.95 0.67 -0.19
C 3.35736 1.63552 -1.23897 0.17 -1.63 1.16 -0.41
S 3.53415 3.07493 -0.08172 -0.06 0.41 0.31 0.86
C 3.54313 2.40751 1.57416 -1.17 -2.58 2.32 -0.59
N 2.74210 1.48915 2.09774 -1.05 0.21 -2.82 0.01
N 3.01184 1.20227 3.37882 2.41 2.04 0.46 0.04
C 4.03578 2.02166 3.67666 -2.62 -2.38 -0.25 -0.16
O 4.38891 2.73841 2.61838 1.63 1.66 -0.54 -0.01
C 0.88097 1.96904 -2.99584 -1.11 1.11 1.21 -0.53
Br 1.09451 2.10190 -4.95726 -0.05 -0.54 1.02 0.84
C 0.48004 3.15266 -2.46922 0.38 0.26 -1.04 -0.68
C 0.27890 4.44602 -3.32217 0.21 -0.09 1.41 -0.18
Br 0.08112 3.37746 -0.59427 -0.03 0.03 -0.85 0.85
H 0.92609 -3.87701 2.81376 0.22 0.64 -0.27 0.07
H 1.87384 -2.57539 1.90240 -0.69 -0.41 0.33 0.06
H 1.38530 -2.31855 3.58588 -0.19 -0.50 -0.68 0.07
H -0.99581 -1.95792 3.06945 0.52 -0.37 -0.49 0.04
H 0.00567 -1.03193 1.91634 -0.36 -0.76 0.17 0.09
H -1.29025 -4.58340 1.63001 -0.70 0.14 0.27 0.11
H 2.22413 -3.93716 -0.07612 -0.24 0.42 -0.63 0.10
H 2.78446 -3.34961 -1.66912 -0.80 0.37 0.81 0.01
H 1.84849 -2.24338 -0.48170 0.01 -0.56 -0.51 0.06
H 1.71413 -4.48987 -3.38820 -0.38 -0.38 0.57 0.07
H 0.77749 -5.81571 -2.47898 0.30 0.64 -0.38 0.08
H -0.07985 -4.53808 -3.43381 0.66 -0.39 0.47 0.08
H -2.65289 -1.56972 -2.74918 0.17 -0.15 0.26 0.12
H -4.26646 2.86133 2.80352 0.21 -0.38 -0.14 0.12
H -1.72433 1.11887 -3.05371 -0.10 -0.41 0.83 0.10
H -3.07484 0.41011 -2.15997 0.54 0.49 0.46 0.09
H -2.17774 1.90747 -1.53909 -0.22 -0.95 -0.14 0.06
H 2.84874 0.40569 -3.67154 -0.73 -0.32 -0.05 0.09
H 2.64084 -0.95952 -2.56466 -0.49 0.73 -0.29 0.06
H 0.86615 -2.02062 -3.68321 0.63 0.27 -0.52 0.11
H 0.35864 -0.56052 -4.55957 0.72 -0.45 0.24 0.09
H 1.58216 1.18011 -0.04707 0.04 -0.34 -0.69 0.03
H 2.45579 -0.23392 -0.62734 -0.76 0.56 -0.53 0.10
H 3.45603 1.94979 -2.29718 -0.13 0.49 0.87 0.08
H 4.25638 1.00487 -1.02123 -0.69 0.44 -0.34 0.07
H 4.43452 2.00801 4.69895 0.41 0.75 -0.96 0.14
H 0.17478 5.31615 -2.63086 -0.18 -0.73 -0.54 0.06
H -0.64568 4.30952 -3.92001 0.68 0.29 0.14 0.08
H 1.17549 4.66525 -3.94232 -0.78 -0.41 0.20 0.06
Cl -4.37045 -1.69203 7.31634 0.01 0.02 -0.07 0.53
C -3.44672 -0.97800 5.99002 0.02 0.01 0.02 -1.54
Cl -2.89003 0.64163 6.42110 -0.04 -0.08 -0.05 0.54
Cl -2.07761 -2.01189 5.55712 -0.09 0.03 0.05 0.55
H -4.09914 -0.89482 5.12672 0.07 0.01 0.14 -0.02
Cl 8.42912 4.86092 -1.05646 0.00 -0.10 0.00 0.53
C 7.81846 3.20566 -0.97704 -0.04 0.05 0.10 -1.53
Cl 6.71921 3.01170 0.38989 0.54 -0.04 -0.01 0.54
Cl 7.01137 2.76663 -2.48922 0.03 -0.04 0.03 0.52
H 8.66142 2.53831 -0.83548 -0.07 0.06 -0.05 0.01
Cl -7.10774 5.39198 2.22761 -0.05 -0.04 0.04 0.53
C -7.72278 4.75172 3.75577 0.07 0.06 0.01 -1.52
Cl -6.87408 3.26484 4.19317 -0.21 0.15 0.13 0.63
Cl -7.57169 5.95455 5.03980 -0.04 -0.07 -0.06 0.53
H -8.77432 4.51875 3.62900 0.10 0.01 0.00 0.02
Cl 5.49433 -4.99134 -1.72572 0.04 0.07 -0.03 0.53
C 6.19825 -3.37440 -1.62019 -0.04 -0.04 0.11 -1.53
Cl 5.04969 -2.15887 -2.19258 0.25 0.08 -0.09 0.56
Cl 6.70144 -3.02189 0.03560 0.00 0.00 -0.09 0.53
H 7.07489 -3.34157 -2.25773 -0.09 0.00 0.05 0.01
```
Positions in Å, forces in eV/Å.

LUMO level ... -0.145 eV
Gap between HOMO and LUMO ... 8.617 eV
Structure (SMILES) ... CCB(O)N(N=C(C)C)[C@@](O)(C(=O)C(F)(F)C(F)(F)C(F)(F)C(=O)O)[C@@](C)(F)O[C@](CCF)(CCSc1nnco1)/C(Br)=C(/C)Br.ClC(Cl)Cl.ClC(Cl)Cl.ClC(Cl)Cl.ClC(Cl)Cl

F_max across the listed records, respectively: 3.60 4.06 eV Å⁻¹.